[1]
{"formula": "C3H15N2O2", "method": "ωB97M-V/def2-TZVPD", "species": ["C", "C", "C", "N", "N", "H", "H", "H", "H", "H", "H", "H", "H", "H", "H", "H", "H", "H", "O", "H", "H", "O"], "coordinates": [[-2.11698, 0.84308, -1.09751], [-1.62966, 1.07541, 0.29620], [-0.52481, 0.21424, 0.86154], [0.59993, -0.01236, -0.06453], [-0.84684, 1.26932, -2.00184], [-3.11723, 1.32858, -1.49185], [-2.18918, -0.32089, -1.43028], [-1.39795, 2.16779, 0.60997], [-2.45558, 1.04901, 1.00605], [0.03142, 0.65666, 1.66372], [-0.70529, -0.79078, 1.41316], [1.46037, 0.37402, 0.34357], [0.38501, 0.53697, -1.03952], [0.61524, -0.91628, -0.52579], [-0.67448, 2.25760, -2.13172], [-1.02465, 0.70130, -2.78404], [3.69024, -0.91152, -0.79767], [3.56051, -1.82345, 0.25541], [3.00838, -1.18461, -0.19437], [0.44087, -2.59330, 2.34030], [1.78259, -1.91650, 2.07916], [1.10809, -2.00429, 2.69006]], "lowdin_charge": [-0.17, -0.23, -0.19, 0.09, -0.02, 0.15, 0.16, 0.16, 0.12, 0.12, 0.15, 0.14, 0.15, 0.14, 0.09, 0.05, 0.06, 0.06, -0.03, 0.05, -0.03, 0.00], "total_charge": 1, "homo_lumo_gap_ev": 11.14, "homo_energy_ev": -14.2, "de_lowest_kcal_mol": 53.0}



[2]
{"formula": "C5H8O", "method": "ωB97M-V/def2-TZVPD", "species": ["O", "C", "C", "C", "C", "C", "H", "H", "H", "H", "H", "H", "H", "H"], "coordinates": [[-1.11041, 1.43190, -0.24273], [0.21887, 1.30957, 0.10748], [0.65418, 0.19707, 1.14113], [-0.25962, -0.73351, 1.70959], [0.26948, -0.92489, -1.25601], [0.93017, 0.15712, -0.41977], [-1.58165, 1.87412, 0.47449], [0.76080, 2.24735, 0.25845], [1.54955, 0.44802, 1.71117], [-1.14398, -0.76068, 1.03499], [0.55853, -1.90610, -0.86009], [0.59572, -0.84721, -2.30216], [-0.82021, -0.83006, -1.21474], [1.98505, 0.32240, -0.63584]], "lowdin_charge": [0.00, -0.31, -0.30, 0.12, -0.05, -0.22, 0.12, 0.15, 0.10, 0.00, 0.09, 0.08, 0.08, 0.14], "homo_lumo_gap_ev": 8.19, "homo_energy_ev": -8.2, "de_lowest_kcal_mol": 109.7}